[1]
33
Properties=species:S:1:pos:R:3 method="wB97M-V/def2-TZVPD" de_lowest_kj_mol=141.4 smiles=c1ccc(C(c2ccccc2)n2cc[nH+]c2)cc1 e_tot_ha=-727.9219 homo_lumo_gap_ev=8.84 total_charge=+1
C 0.0809 -0.3802 -0.2214
C 1.2266 0.7334 -0.2113
C 2.4517 0.3768 -0.7931
C 3.4866 1.3117 -0.9985
C 3.3058 2.6641 -0.7559
C 2.0479 3.0832 -0.2976
C 1.0454 2.1364 -0.0239
C -1.3445 0.1205 -0.1053
C -2.2670 -0.8914 -0.3625
C -3.6452 -0.6536 -0.3985
C -4.1547 0.6322 -0.2296
C -3.2435 1.6842 -0.0996
C -1.8663 1.4355 -0.1032
H 0.2365 -0.9059 -1.1777
H 2.5784 -0.6408 -1.1617
H 4.4571 0.9420 -1.3579
H 4.1204 3.3700 -0.8821
H 1.8695 4.1490 -0.1382
H 0.0952 2.6159 0.2858
H -1.8869 -1.8819 -0.6219
H -4.3145 -1.5072 -0.5458
H -5.2271 0.8066 -0.1850
H -3.6230 2.7037 -0.0095
H -1.2904 2.3627 -0.2427
N 0.2351 -1.5601 0.5387
C 0.0587 -2.8812 0.0993
N 0.5858 -3.6521 1.0736
C 1.0815 -2.8405 2.0519
C 0.8863 -1.5591 1.6916
H -0.3201 -3.2980 -0.8587
H 0.5998 -4.6461 1.0393
H 1.5495 -3.2176 2.9217
H 1.1844 -0.6119 2.0794



[2]
37
Properties=species:S:1:pos:R:3 method="wB97M-V/def2-TZVPD" de_lowest_kj_mol=173.0 smiles="CCOC(=O)[C@@H](c1ccc(C#N)cc1)[C@H]1C=C([O-])N(C)C1=O" e_tot_ha=-1029.1777 homo_lumo_gap_ev=6.05 total_charge=-1
C 0.5741 5.3141 2.2389
C -0.3890 4.1722 2.2918
O -0.4870 3.5613 0.9706
C -1.3742 2.5316 0.9861
C -2.0232 2.3100 -0.4047
C -2.1597 0.8658 -0.6959
C -2.5795 -0.0835 0.2858
C -3.0891 -1.3304 -0.0828
C -3.0588 -1.7416 -1.4186
C -3.6613 -2.9904 -1.7888
N -4.1822 -3.9764 -2.0986
C -2.4387 -0.9184 -2.3689
C -1.9521 0.3389 -2.0100
O -1.6355 1.9627 2.0627
H 0.5267 5.8380 3.1899
H 1.5913 4.9536 2.0865
H 0.3295 6.0099 1.4383
H -0.0731 3.4137 3.0122
H -1.3981 4.5095 2.5525
H -1.4337 2.7869 -1.1870
H -2.5254 0.2010 1.3441
H -3.5323 -1.9676 0.6862
H -2.3810 -1.2771 -3.4026
H -1.4208 0.9327 -2.7675
C -5.7577 5.2038 -2.5190
N -4.8800 4.6994 -1.4923
C -4.2943 5.5364 -0.5410
O -4.4352 6.7556 -0.5182
C -3.5441 4.6363 0.3287
C -3.5104 3.3757 -0.1843
C -4.5289 3.3739 -1.2858
O -5.0447 2.3986 -1.8561
H -6.2604 4.3729 -3.0011
H -6.5053 5.8899 -2.1140
H -5.1802 5.7545 -3.2673
H -3.0992 5.0452 1.2286
H -3.5161 2.4567 0.4272



[3]
37
Properties=species:S:1:pos:R:3 method="wB97M-V/def2-TZVPD" de_lowest_kj_mol=142.3 smiles=Cc1cccc2nc(CCc3nc(-c4ccsc4)c[nH]3)nn12 e_tot_ha=-1290.6703 homo_lumo_gap_ev=8.43
N 0.7592 -2.8455 -0.3277
N -0.3460 -1.6605 -1.9250
N -0.4367 2.3850 1.4203
S -2.1413 6.5305 2.8677
C 0.8685 -3.4888 -1.4359
C -0.0549 -1.7634 -0.6612
C 0.3306 1.3301 1.4140
C -1.4549 6.0909 4.4070
C -1.5862 4.9944 2.1732
C -0.7972 4.8706 4.3776
C 1.5335 -4.7250 -1.7683
C 1.3577 -5.2373 -3.0421
C 0.7202 -4.4209 -4.1173
C -0.3202 2.9414 2.7083
C -0.8752 4.2392 3.0686
C 0.4486 2.1308 3.5001
C 0.1713 -3.1827 -3.7725
N 0.9043 1.1194 2.6451
N 0.1887 -2.7877 -2.4263
C -0.5271 -2.3264 -4.8390
C -0.4384 -0.6811 0.3159
C 0.5518 0.5056 0.2076
H -1.5402 6.7239 5.3099
H -1.8203 4.6928 1.1250
H -0.3729 4.3725 5.2646
H 2.0819 -5.2667 -1.0043
H 1.7568 -6.2211 -3.2692
H 0.7743 -4.7976 -5.1408
H 0.6615 2.3053 4.5617
H 1.5947 0.3883 2.8598
H -1.5487 -2.0657 -4.5609
H -0.4647 -2.7895 -5.8323
H 0.0100 -1.3672 -5.0060
H -0.4896 -1.0351 1.3272
H -1.4124 -0.2866 0.0397
H 1.6456 0.2003 0.1673
H 0.2675 1.1279 -0.6319



[4]
37
Properties=species:S:1:pos:R:3 method="wB97M-V/def2-TZVPD" de_lowest_kj_mol=1654.2 e_tot_ha=-1372.0336 homo_lumo_gap_ev=7.44
O -0.4092 -0.7643 1.2072
C -0.3653 -1.5436 0.1877
N 0.5469 -2.4476 -0.0133
H 0.4782 -3.0245 -0.9136
C 1.6502 -2.6935 0.6033
C 2.5969 -1.7449 0.0768
O 2.5290 -1.5674 -0.9896
O 3.5368 -1.1379 0.7417
C 4.4654 -0.2491 0.2029
H 5.1438 0.0513 1.1327
C 3.8571 1.1140 -0.4427
O 4.4107 1.4875 -1.5023
C 2.6741 1.2623 -0.1021
C 1.8990 2.4395 -0.6443
C 0.6936 2.6815 -0.1303
C 0.5227 2.0346 1.3292
S 1.9396 0.8662 1.5755
H -0.2424 2.0802 1.9961
H 0.0758 3.4948 -0.4451
H 2.1382 2.7739 -1.5288
H 5.1252 -0.8173 -0.4873
H 1.8937 -3.4358 1.0313
H 1.4252 -1.9645 1.7938
C -1.6791 -1.4705 -0.6930
C -2.6873 -0.3585 -0.7507
C -2.3500 0.8536 -0.6454
C -3.3783 1.5735 -0.2643
C -4.5722 1.4977 0.2054
C -4.9467 -0.0539 0.4766
C -3.8732 -0.9840 0.0698
H -4.0999 -1.8902 0.0580
H -5.8482 -0.3785 0.6295
H -5.3254 2.0998 0.5484
H -3.2046 2.6867 -0.3831
H -1.5129 1.0935 -1.0184
H -1.1052 -1.0446 -1.7789
H -2.0024 -2.5199 -1.1326



[5]
47
Properties=species:S:1:pos:R:3 method="wB97M-V/def2-TZVPD" de_lowest_kj_mol=241.8 spin_multiplicity=2 e_tot_ha=-5477.2853 homo_lumo_gap_ev="5.92 / 5.73" s2=0.795
Fe 0.0749 0.3633 -0.1031
C -0.0168 2.9734 -1.9941
N 0.4395 2.7225 -0.6301
C -0.4719 3.3082 0.3559
C 1.8418 3.0584 -0.4359
C 2.6757 1.7779 -0.4834
N 2.0738 0.8772 0.4514
C 2.5985 0.4083 1.5915
C 1.6663 -0.0564 2.5508
F 0.3559 0.0909 2.2148
C 2.0331 -0.5506 3.7770
F 1.1079 -0.8905 4.6746
C 3.3729 -0.6815 4.1052
C 4.3131 -0.2711 3.1776
F 5.6110 -0.4009 3.4734
C 3.9528 0.2803 1.9649
F 4.9183 0.6827 1.1185
H 0.0480 4.0396 -2.2485
H 0.5837 2.4024 -2.7011
H -1.0518 2.6498 -2.0925
H -0.6022 4.3872 0.2099
H -1.4416 2.8183 0.2752
H -0.0888 3.1244 1.3581
H 2.2058 3.7660 -1.1877
H 1.9693 3.5130 0.5468
H 2.6025 1.3406 -1.4838
H 3.7194 2.0198 -0.2795
H 3.6708 -1.0668 5.0675
O -4.2929 -0.4630 0.7582
As -2.5985 -1.0095 0.5524
O -2.2335 -1.5935 2.0109
O -1.8615 0.4741 0.1717
C -2.8660 -2.1669 -0.9882
C -4.1413 -2.6379 -1.2673
C -4.3395 -3.4814 -2.3519
C -3.2723 -3.8692 -3.1518
C -1.9955 -3.4084 -2.8721
C -1.8095 -2.5577 -1.7956
S -0.1657 -2.0001 -1.4308
O 0.7516 -2.9518 -1.9713
O -0.0238 -0.6281 -2.0067
O -0.0863 -1.8099 0.0375
H -4.3647 -0.1718 1.6748
H -4.9616 -2.3470 -0.6251
H -5.3374 -3.8313 -2.5781
H -3.4342 -4.5311 -3.9908
H -1.1296 -3.7019 -3.4493



[6]
73
Properties=species:S:1:pos:R:3 method="wB97M-V/def2-TZVPD" smiles="CC(=O)OCCCCCCB1OBOB(F)O1.ClC(Cl)(Cl)Cl.ClC(Cl)(Cl)Cl.ClC(Cl)(Cl)Cl.ClC(Cl)(Cl)Cl.ClC(Cl)(Cl)Cl.ClC(Cl)(Cl)Cl.ClC(Cl)(Cl)Cl.ClC(Cl)(Cl)Cl" e_tot_ha=-15896.0177 homo_lumo_gap_ev=10.21
C 6.7581 -2.5782 1.6534
C 7.4955 -1.6618 2.8440
O 7.6547 -2.1827 4.0719
O 7.9690 -0.3385 2.4137
C 7.0540 0.7448 2.8947
C 5.9100 1.0199 1.7744
C 4.4588 0.3309 1.9833
C 4.1341 -0.3135 3.4437
C 2.6753 -1.1300 3.5100
C 1.6013 -0.6383 2.3737
B 0.0366 -1.0536 2.6647
O -0.7637 -2.0430 1.8984
B -2.1716 -1.5999 1.8103
O -2.7285 -0.3305 2.3160
B -1.6977 0.4720 3.0373
F -1.6227 1.9691 3.0210
O -0.6639 -0.3372 3.7749
H 7.4115 -2.3818 0.6784
H 6.7548 -3.7089 1.9578
H 5.6756 -2.1419 1.5586
H 6.6933 0.5977 3.9943
H 7.7488 1.7167 2.9150
H 5.7701 2.1877 1.6139
H 6.3420 0.6200 0.7363
H 3.6383 1.1780 1.7963
H 4.2109 -0.5074 1.1709
H 4.0075 0.5687 4.2386
H 4.9655 -1.0149 3.8882
H 2.9175 -2.2651 3.2843
H 2.2032 -1.0471 4.6032
H 1.9197 -0.9728 1.2832
H 1.6314 0.5549 2.3755
H -2.9529 -2.3615 1.3171
C -2.5529 -0.9040 -2.6268
Cl -1.2341 -2.0399 -3.0075
Cl -2.2074 0.6779 -3.3703
Cl -4.0883 -1.5396 -3.2697
Cl -2.6819 -0.7143 -0.8600
C 2.0117 2.9106 5.9561
Cl 0.8528 1.9591 4.9940
Cl 1.6425 4.6453 5.7853
Cl 1.8854 2.4427 7.6707
Cl 3.6661 2.5955 5.3748
C -1.5882 3.0990 -6.6857
Cl -0.2695 1.9631 -7.0663
Cl -1.2427 4.6809 -7.4291
Cl -3.1237 2.4634 -7.3285
Cl -1.7173 3.2886 -4.9188
C -6.9882 -3.3197 -5.3857
Cl -5.4748 -2.9283 -6.2404
Cl -6.9587 -2.5896 -3.7607
Cl -8.3724 -2.6727 -6.3023
Cl -7.1474 -5.0883 -5.2393
C 0.7276 -3.1661 -6.7434
Cl -0.4313 -4.1177 -7.7055
Cl 0.3584 -1.4314 -6.9143
Cl 0.6013 -3.6340 -5.0288
Cl 2.3820 -3.4813 -7.3247
C 0.7276 6.5270 9.7618
Cl -0.9025 6.7750 9.0869
Cl 0.6136 6.3153 11.5272
Cl 1.4564 5.0726 9.0351
Cl 1.7430 7.9452 9.3981
C -6.1723 4.1222 -9.2287
Cl -4.6589 4.5137 -10.0834
Cl -6.1428 4.8523 -7.6037
Cl -7.5565 4.7693 -10.1453
Cl -6.3315 2.3537 -9.0823
C -9.1724 -5.5395 -1.6272
Cl -9.2967 -7.3009 -1.8649
Cl -9.6242 -4.7035 -3.1343
Cl -10.2713 -5.0379 -0.3175
Cl -7.4974 -5.1157 -1.1921



Max |F| (Eh/bohr)
0.072 0.094 0.052 0.335 0.069 0.169